Density functional theory data (the ωB97M-V functional and the def2-TZVPD basis) for a structure of composition C23H17N3O3S at a distorted geometry.

Cartesian coordinates (Å):
O (3.36416, 1.03184, -0.65471)
C (2.98624, 0.55766, 0.44000)
N (2.32318, -0.72738, 0.51668)
C (1.61620, -1.23044, -0.58623)
C (0.61649, -1.89378, -0.25716)
C (-0.17868, -2.64882, -1.22758)
C (0.09263, -2.40309, -2.58479)
C (0.82192, -1.44771, -2.96638)
C (1.71114, -0.94848, -2.05458)
H (2.60748, -0.28644, -2.25285)
H (0.91636, -1.43160, -4.00027)
H (-0.93945, -2.77407, -3.36375)
C (-1.33677, -3.33644, -0.80291)
O (-2.24425, -4.10187, -1.51316)
O (-1.52194, -3.67940, 0.49587)
H (-2.08918, -4.45109, 0.68697)
H (0.59417, -2.28666, 0.84666)
H (2.32226, -1.09485, 1.27643)
C (3.21940, 1.12661, 1.73630)
H (4.33755, 0.58606, 2.00730)
H (3.41921, 2.26078, 1.44165)
S (2.20249, 0.62788, 2.90899)
C (0.58134, 0.93932, 2.15611)
N (0.75566, 1.14443, 0.84846)
C (-0.77393, 1.36985, 0.12397)
N (-1.69737, 1.09102, 0.77877)
C (-1.60976, 1.01567, 2.02572)
C (-3.15089, 0.62582, 2.67286)
C (-2.98059, 0.42194, 3.93126)
C (-1.86449, 0.45080, 4.83286)
C (-0.81607, 0.61521, 4.23372)
C (-0.64375, 0.96577, 2.78482)
H (0.17857, 0.60168, 4.86683)
H (-1.94878, 0.40193, 5.81324)
H (-3.99755, 0.38891, 4.41329)
H (-4.01216, 0.57784, 2.06674)
C (-0.51776, 1.62691, -1.28741)
C (-1.24925, 0.78678, -2.02873)
C (-1.34136, 1.08922, -3.47285)
C (-0.25922, 1.60936, -4.10803)
C (0.91443, 2.25593, -3.10553)
C (0.79982, 1.91040, -1.91720)
H (1.52463, 2.54035, -1.30068)
H (1.73387, 2.87795, -3.70475)
H (-0.25232, 1.88486, -5.21473)
H (-2.07483, 0.81732, -3.94968)
H (-2.13883, 0.54203, -1.55158)

Force components x, y, z for each atom (eV/Å):
O -0.72 -0.89 2.95
C -0.71 -2.73 -4.85
N 3.69 7.68 -13.69
C 4.99 4.77 -4.03
C -7.39 -8.70 3.36
C 1.48 2.64 0.44
C -11.06 -6.20 1.37
C 5.46 3.21 -1.02
C 3.53 2.25 3.00
H -1.46 -0.82 -0.38
H 0.60 1.37 -1.76
H 3.69 0.58 2.35
C -7.06 -8.88 -1.64
O 4.84 4.88 1.58
O 2.00 1.97 1.43
H 0.02 0.73 -1.35
H -0.76 1.09 -1.95
H -0.69 -5.94 11.19
C 6.60 2.63 -2.36
H -2.86 1.81 -0.42
H -0.45 -2.04 1.37
S -3.46 -0.84 4.86
C 4.15 1.02 -4.30
N -5.02 1.71 1.38
C 12.82 1.28 -2.75
N -6.80 0.24 -2.69
C -13.36 -2.65 1.82
C 6.85 1.67 -2.63
C -5.48 -0.13 4.36
C -6.87 -0.56 -1.96
C 11.84 2.11 -3.01
C 5.49 -1.69 7.93
H -1.73 0.16 -1.51
H -0.65 -0.64 4.30
H 0.93 -0.65 0.19
H -0.66 0.14 -0.51
C 2.60 -3.23 -0.36
C -2.29 3.41 -3.03
C 9.25 1.19 4.89
C 1.90 3.05 1.32
C -1.26 -0.41 -12.18
C -0.20 3.73 9.14
H -0.78 -1.54 -0.07
H -1.61 -1.72 1.90
H -0.03 -0.49 1.70
H -7.74 -3.08 -4.91
H -1.66 -1.47 0.54

- Lowest unoccupied orbital energy: -0.40 eV
- Charge: 0
- 2S+1: 1
- Frontier orbital gap: 8.17 eV
- Energy above the lowest of the compared OMol25 structures with the same formula, charge and spin: 17.859 eV
- HOMO: -8.6 eV